No. 1
{
  "formula": "C5H9NS",
  "method": "the ωB97M-V functional and the def2-TZVPD basis",
  "gap_ev": 9.45,
  "species": ["C", "C", "C", "C", "C", "H", "H", "H", "H", "H", "H", "H", "H", "H", "N", "S"],
  "coordinates": [[-1.145, 0.914, -0.210], [-0.103, -1.344, -0.513], [1.198, -0.708, -0.048], [0.853, 0.223, 1.112], [0.242, 1.295, 0.149], [-1.426, 1.352, -1.177], [-1.786, 1.312, 0.557], [-1.980, -0.818, -0.848], [0.006, -1.528, -1.559], [-0.183, -2.282, 0.013], [1.977, -1.466, 0.007], [0.138, -0.177, 1.845], [1.668, 0.629, 1.580], [0.282, 2.362, 0.369], [-1.287, -0.583, -0.148], [1.546, 0.820, -1.129]],
  "atomic_forces_ev_per_a": [[-0.029, -1.270, -0.547], [0.696, 0.050, 0.559], [-0.391, 0.899, -0.417], [-2.206, -0.178, -0.771], [1.378, -0.032, 0.005], [-0.028, -0.149, 0.092], [-0.505, 0.259, 0.312], [-0.283, -0.130, 0.328], [-0.144, -0.289, -0.926], [-0.037, -0.650, 0.100], [0.175, 0.334, 0.156], [0.191, 0.017, -0.133], [2.186, 0.812, 1.191], [0.245, -0.179, 0.373], [-0.464, 1.237, -0.900], [-0.784, -0.729, 0.579]]
}

=====

No. 2
{
  "formula": "C3H8Br2N2",
  "method": "the ωB97M-V functional and the def2-TZVPD basis",
  "gap_ev": 10.18,
  "smiles": "C/N=C/Br.C=N.Br",
  "species": ["C", "N", "C", "Br", "H", "H", "H", "H", "C", "N", "H", "H", "H", "Br", "H"],
  "coordinates": [[-0.266, 2.574, 0.277], [0.721, 1.537, 0.281], [1.297, 0.865, -0.595], [2.767, -0.166, 0.020], [-1.009, 2.302, -0.513], [-0.603, 2.510, 1.235], [0.251, 3.588, 0.090], [1.031, 0.898, -1.617], [-0.065, -2.769, -0.211], [-0.194, -1.992, 0.749], [-0.870, -3.260, -0.794], [0.961, -3.328, -0.481], [0.544, -1.549, 1.260], [-2.818, -0.274, -0.154], [-1.747, -0.934, 0.453]],
  "atomic_forces_ev_per_a": [[1.270, 0.166, -3.919], [2.165, -0.707, 0.445], [-1.365, 1.665, 1.961], [0.317, -0.524, -0.454], [0.058, 0.889, 0.726], [-1.783, 0.537, 2.458], [-0.894, -1.574, 0.220], [0.255, -0.463, -1.434], [3.124, -3.099, -0.692], [-2.253, 1.072, -0.192], [-0.154, 0.967, 0.574], [-1.700, 1.581, 0.408], [1.017, -0.477, -0.092], [-1.184, 0.748, -0.631], [1.127, -0.783, 0.624]]
}

=====

No. 3
{
  "formula": "C4H7N6S",
  "method": "the ωB97M-V functional and the def2-TZVPD basis",
  "charge": 1,
  "gap_ev": [7.84, 7.85],
  "species": ["C", "C", "C", "C", "N", "N", "N", "N", "N", "N", "S", "H", "H", "H", "H", "H", "H", "H"],
  "coordinates": [[2.644, 0.957, 0.913], [1.799, 0.031, 0.233], [-1.541, -0.534, -0.572], [-2.411, -0.467, 0.670], [3.906, 0.694, 0.725], [2.509, -0.881, -0.449], [-0.354, 1.524, -0.844], [-1.372, 0.960, -1.030], [-0.206, -0.907, -0.341], [0.452, 0.048, 0.265], [4.065, -0.619, -0.223], [2.325, 1.789, 1.512], [-1.997, -1.117, -1.375], [-1.904, 0.084, 1.458], [-2.604, -1.478, 1.021], [-3.368, 0.000, 0.453], [-2.238, 1.389, -1.386], [0.295, -1.474, -1.032]],
  "atomic_forces_ev_per_a": [[-0.329, -0.453, -0.268], [2.765, -0.577, -0.565], [-0.388, -0.733, 0.759], [0.105, -0.144, 0.001], [0.855, 0.182, 0.119], [-1.055, -0.174, -0.148], [0.637, 0.776, -0.002], [-0.233, -0.307, -0.219], [0.464, -0.096, -0.231], [-2.256, 0.053, 0.074], [-0.690, 0.668, 0.465], [-0.051, 0.181, 0.155], [0.177, 0.069, 0.056], [0.000, 0.064, 0.016], [-0.038, -0.034, -0.017], [-0.100, 0.075, -0.055], [0.129, 0.203, -0.144], [0.008, 0.247, 0.004]]
}

=====

No. 4
{
  "formula": "C5H26N2O7",
  "method": "the ωB97M-V functional and the def2-TZVPD basis",
  "gap_ev": 8.95,
  "smiles": "CN(C)C[C@H](N)CO.O.O.O.O.O.O",
  "species": ["C", "N", "C", "C", "C", "N", "C", "O", "H", "H", "H", "H", "H", "H", "H", "H", "H", "H", "H", "H", "H", "H", "O", "H", "H", "O", "H", "H", "O", "H", "H", "O", "H", "H", "O", "H", "H", "O", "H", "H"],
  "coordinates": [[0.914, -2.284, 0.962], [0.581, -1.663, -0.347], [-0.371, -2.517, -1.094], [0.057, -0.312, -0.129], [1.124, 0.734, -0.505], [0.785, 2.012, 0.146], [1.261, 0.856, -2.056], [2.643, 0.966, -2.388], [1.655, -1.667, 1.479], [0.027, -2.418, 1.608], [1.406, -3.274, 0.774], [0.012, -3.505, -1.209], [-1.389, -2.581, -0.627], [-0.435, -2.092, -2.131], [-0.274, -0.157, 0.928], [-0.913, -0.141, -0.726], [2.124, 0.398, -0.113], [1.549, 2.650, 0.044], [-0.050, 2.463, -0.235], [0.843, 0.003, -2.601], [0.820, 1.774, -2.432], [3.126, 0.152, -2.163], [-2.053, 2.107, -1.592], [-1.590, 1.309, -1.794], [-2.845, 1.974, -2.116], [-2.739, -0.970, 0.790], [-2.786, -0.022, 0.892], [-2.328, -1.272, 1.592], [-2.615, 1.733, 0.996], [-2.456, 1.949, 0.076], [-3.335, 2.222, 1.277], [-1.000, -1.035, 3.277], [-0.355, -1.214, 3.942], [-0.856, -0.105, 3.082], [3.281, -1.497, -1.546], [2.464, -1.612, -1.129], [3.336, -2.175, -2.186], [-0.526, 1.533, 2.694], [-1.290, 1.660, 2.181], [0.135, 1.673, 2.082]],
  "atomic_forces_ev_per_a": [[0.304, -0.738, -0.610], [-0.505, -0.808, 0.435], [-0.492, 1.330, -0.479], [-0.895, 0.815, -0.038], [-0.648, -0.080, -0.252], [-0.138, -0.379, 0.241], [1.733, -0.513, 0.539], [-0.027, 0.831, -0.488], [-0.172, 0.047, 0.004], [0.358, 0.074, -0.259], [-0.481, 0.757, 0.143], [0.464, -0.763, 0.095], [0.767, 0.233, -0.344], [-0.269, -0.327, 0.853], [0.419, -0.246, -0.855], [1.437, -0.427, 0.651], [-0.967, 0.357, -0.262], [0.360, 0.464, -0.116], [0.397, -0.296, -0.070], [-0.281, -0.118, 0.222], [-0.328, 0.105, 0.107], [-0.480, -0.068, 0.064], [-0.524, 0.615, -0.114], [1.027, -0.981, -0.102], [-0.489, 0.387, -0.145], [-0.499, -0.784, -0.734], [-0.110, 0.619, 0.151], [0.350, -0.345, 0.755], [1.725, -1.367, 0.025], [0.158, 0.281, -0.852], [-2.291, 1.544, 0.920], [-0.849, -0.758, -0.365], [0.575, -0.396, 0.742], [0.198, 0.953, -0.137], [2.586, 1.132, -0.166], [-2.827, -0.364, 1.355], [0.207, -1.157, -1.112], [-0.604, -0.711, 3.608], [-1.983, 0.458, -1.087], [2.791, 0.623, -2.324]]
}

=====

No. 5
{
  "formula": "C19H20N2",
  "method": "the ωB97M-V functional and the def2-TZVPD basis",
  "gap_ev": 8.55,
  "smiles": "CCc1c[nH]c2ccccc12.Cc1c[nH]c2ccccc12",
  "species": ["C", "C", "C", "C", "N", "C", "C", "C", "C", "C", "C", "H", "H", "H", "H", "H", "H", "H", "H", "H", "H", "H", "C", "C", "C", "N", "C", "C", "C", "C", "C", "C", "H", "H", "H", "H", "H", "H", "H", "H", "H"],
  "coordinates": [[2.460, -0.253, 1.611], [2.056, 0.900, 2.542], [0.958, 1.688, 1.897], [1.055, 2.600, 0.884], [-0.190, 2.823, 0.345], [-1.102, 1.962, 0.909], [-2.480, 1.863, 0.692], [-3.137, 0.910, 1.445], [-2.436, 0.034, 2.290], [-1.107, 0.233, 2.591], [-0.410, 1.231, 1.889], [3.065, 0.153, 0.798], [1.587, -0.698, 1.130], [3.092, -0.990, 2.112], [1.760, 0.509, 3.516], [2.944, 1.503, 2.754], [1.920, 3.070, 0.452], [-0.402, 3.437, -0.425], [-3.020, 2.562, 0.074], [-4.212, 0.811, 1.375], [-2.984, -0.796, 2.716], [-0.593, -0.405, 3.291], [-2.409, -2.371, -1.588], [-0.926, -2.298, -1.376], [-0.111, -3.247, -0.837], [1.203, -2.884, -0.992], [1.269, -1.681, -1.642], [2.345, -0.869, -1.960], [2.098, 0.409, -2.442], [0.777, 0.897, -2.489], [-0.283, 0.034, -2.345], [-0.065, -1.262, -1.872], [-2.890, -1.837, -0.754], [-2.753, -3.398, -1.546], [-2.746, -1.844, -2.476], [-0.481, -4.147, -0.369], [1.983, -3.429, -0.669], [3.386, -1.068, -1.746], [2.863, 0.961, -2.971], [0.622, 1.954, -2.668], [-1.296, 0.410, -2.359]],
  "atomic_forces_ev_per_a": [[0.399, 0.318, -0.159], [0.407, -0.024, 0.008], [0.044, -0.576, -0.470], [-0.180, -0.059, 0.411], [-0.278, 0.056, -0.503], [0.098, 0.647, 0.003], [0.124, -0.101, 0.779], [0.021, -0.144, -0.471], [-0.213, 0.100, 0.276], [0.185, -0.006, -0.538], [-0.290, -0.031, 0.183], [-0.053, 0.032, -0.079], [0.025, -0.245, 0.250], [-0.255, -0.143, 0.048], [-0.286, 0.012, -0.013], [-0.122, 0.142, -0.106], [0.113, 0.145, 0.107], [0.165, -0.085, 0.156], [0.006, 0.000, -0.226], [-0.011, -0.067, -0.154], [0.029, 0.074, 0.282], [0.056, -0.120, 0.138], [0.083, 0.672, 1.353], [0.004, -0.007, -0.883], [-0.974, 0.198, -0.242], [0.423, -0.547, 0.290], [-0.472, 0.279, 0.406], [0.701, 1.010, -0.175], [-0.815, -0.529, -0.268], [0.327, -0.191, -0.726], [-0.465, 0.410, 1.062], [0.653, -0.226, -0.031], [-0.136, -0.134, -0.103], [-0.164, -0.112, -0.268], [0.160, -0.294, -0.288], [0.575, -0.164, 0.009], [-0.006, 0.130, -0.054], [0.005, -0.732, -0.183], [0.381, 0.314, 0.747], [-0.130, -0.072, -0.380], [-0.134, 0.070, -0.186]]
}

=====

No. 6
{
  "formula": "C17H22AuN2O4Se2",
  "method": "the ωB97M-V functional and the def2-TZVPD basis",
  "charge": -1,
  "gap_ev": 6.49,
  "species": ["Au", "C", "C", "O", "C", "C", "C", "N", "N", "C", "O", "C", "C", "C", "C", "C", "C", "H", "H", "H", "H", "H", "H", "H", "H", "H", "H", "H", "H", "O", "C", "C", "C", "O", "C", "Se", "C", "Se", "H", "H", "H", "H", "H", "H", "H", "H", "H", "H"],
  "coordinates": [[-1.347, -0.555, 0.436], [3.445, 0.199, 1.682], [2.052, 0.206, 1.049], [1.527, -0.898, 0.860], [1.559, 1.510, 0.696], [0.487, 1.885, -0.123], [0.562, 3.249, -0.768], [-0.568, 1.139, -0.417], [-1.324, 1.536, -1.529], [-2.071, 0.573, -1.990], [-2.177, -0.631, -1.480], [-2.871, 0.841, -3.210], [-2.859, 2.094, -3.823], [-3.610, 2.321, -4.963], [-4.382, 1.301, -5.509], [-4.396, 0.054, -4.903], [-3.647, -0.176, -3.757], [3.443, -0.502, 2.518], [3.772, 1.179, 2.026], [4.159, -0.171, 0.942], [2.238, 2.320, 0.925], [1.404, 3.808, -0.366], [-0.366, 3.800, -0.603], [0.676, 3.148, -1.847], [-2.252, 2.876, -3.386], [-3.596, 3.299, -5.431], [-4.968, 1.481, -6.402], [-4.995, -0.745, -5.322], [-3.652, -1.141, -3.270], [0.396, -5.062, 4.241], [0.846, -3.732, 3.945], [-0.323, -2.894, 3.419], [-1.550, -3.112, 4.310], [-1.227, -3.128, 5.701], [0.176, -1.435, 3.457], [-1.010, -0.051, 2.763], [-0.598, -3.345, 1.978], [-2.226, -2.662, 1.132], [1.165, -5.632, 4.319], [1.637, -3.753, 3.189], [1.246, -3.269, 4.853], [-2.043, -4.045, 4.024], [-2.254, -2.298, 4.155], [-0.778, -3.965, 5.863], [1.118, -1.356, 2.916], [0.327, -1.132, 4.496], [-0.718, -4.430, 1.947], [0.246, -3.068, 1.346]],
  "atomic_forces_ev_per_a": [[-0.008, -0.146, 0.182], [-0.065, -0.030, 0.017], [-0.110, 0.621, -0.171], [-0.032, 0.059, -0.330], [0.173, -0.354, 0.017], [-0.075, -0.111, -0.040], [-0.083, 0.001, 0.035], [0.137, 0.073, -0.104], [-0.310, -0.302, -0.240], [0.540, 0.222, 0.479], [0.045, 0.255, -0.178], [-0.057, 0.036, -0.134], [-0.021, -0.028, -0.018], [0.007, -0.001, 0.009], [-0.009, 0.015, -0.022], [-0.016, -0.015, -0.005], [0.013, 0.042, 0.010], [0.023, -0.006, 0.016], [-0.022, 0.008, -0.002], [-0.006, -0.015, 0.004], [0.026, -0.014, 0.019], [0.006, -0.004, 0.004], [0.007, -0.005, -0.019], [0.027, -0.008, -0.008], [0.004, -0.002, 0.006], [0.000, 0.000, -0.002], [0.001, 0.000, 0.001], [-0.001, 0.002, -0.002], [0.011, 0.001, 0.008], [-0.026, -0.050, 0.006], [0.061, 0.092, -0.020], [0.051, 0.171, -0.132], [0.025, 0.030, -0.017], [-0.027, 0.015, 0.017], [-0.123, -0.237, 0.012], [0.100, 0.066, 0.276], [-0.028, 0.019, 0.125], [-0.153, -0.276, 0.023], [0.003, 0.005, 0.004], [-0.011, 0.003, 0.001], [0.006, -0.008, -0.008], [-0.016, -0.008, 0.000], [0.001, 0.009, -0.003], [0.014, -0.008, -0.010], [-0.087, -0.048, 0.099], [-0.030, -0.034, 0.035], [0.048, -0.014, 0.072], [-0.011, -0.020, -0.009]]
}

=====

No. 7
{
  "formula": "C14H8Cl5N5O2ReS",
  "method": "the ωB97M-V functional and the def2-TZVPD basis",
  "s_squared": 3.782,
  "charge": 2,
  "gap_ev": [5.20, 5.30],
  "spin_multiplicity": 4,
  "species": ["Re", "Cl", "C", "C", "Cl", "C", "Cl", "C", "O", "C", "Cl", "C", "Cl", "C", "N", "C", "C", "N", "C", "S", "H", "H", "H", "H", "H", "H", "N", "C", "O", "C", "C", "N", "C", "N", "H", "H"],
  "coordinates": [[-0.932, 0.744, -0.495], [-0.846, 6.285, -4.995], [-0.591, 5.169, -3.730], [-1.317, 3.981, -3.703], [-2.467, 3.585, -4.901], [-1.077, 3.105, -2.659], [-1.942, 1.572, -2.556], [-0.165, 3.346, -1.645], [0.016, 2.447, -0.659], [0.559, 4.533, -1.681], [1.694, 4.834, -0.435], [0.344, 5.440, -2.719], [1.229, 6.895, -2.755], [3.108, -0.844, 1.936], [1.791, -1.393, 2.341], [1.821, -2.640, 3.026], [0.733, -3.340, 3.294], [-0.539, -1.387, 2.509], [0.689, -0.728, 2.118], [0.545, 0.815, 1.461], [3.748, -1.679, 1.669], [3.534, -0.291, 2.772], [2.979, -0.184, 1.084], [2.804, -2.963, 3.335], [0.725, -4.250, 3.875], [-1.247, -0.805, 2.963], [-2.248, -4.593, -0.549], [-1.134, -3.867, -0.433], [-0.041, -4.093, -0.886], [-1.225, -2.582, 0.402], [-1.432, -1.286, -0.262], [-2.265, -0.782, -0.994], [-0.915, -2.499, 1.666], [-0.569, -2.853, 2.944], [-2.226, -5.415, -1.137], [-3.138, -4.276, -0.202]],
  "atomic_forces_ev_per_a": [[-0.106, -0.017, -0.099], [-0.009, -0.003, -0.006], [0.021, 0.020, 0.018], [-0.008, -0.029, -0.014], [-0.003, 0.005, -0.010], [0.080, 0.041, 0.075], [0.082, 0.093, 0.107], [-0.105, -0.123, -0.040], [0.044, 0.083, 0.004], [0.019, 0.029, 0.016], [-0.027, -0.001, -0.027], [-0.008, 0.008, -0.007], [0.002, -0.003, -0.002], [0.037, 0.033, -0.013], [0.019, -0.103, 0.063], [-0.054, -0.003, -0.008], [0.023, 0.047, -0.026], [-0.033, 0.069, 0.072], [0.045, 0.010, 0.008], [0.080, 0.132, -0.047], [-0.007, -0.008, 0.003], [-0.011, 0.001, 0.004], [-0.019, -0.006, 0.001], [0.003, 0.005, 0.002], [-0.012, 0.002, -0.003], [0.013, 0.005, 0.010], [-0.001, 0.041, -0.057], [-0.018, -0.091, 0.135], [0.015, -0.008, -0.026], [-0.088, 0.147, -0.288], [-0.084, -0.176, 0.208], [-0.003, -0.109, -0.150], [0.072, -0.008, 0.047], [0.038, -0.085, 0.045], [0.002, 0.004, -0.003], [0.003, -0.001, 0.007]]
}

=====

No. 8
{
  "formula": "C6H15N",
  "method": "the ωB97M-V functional and the def2-TZVPD basis",
  "gap_ev": 9.91,
  "smiles": "CNCCC(C)C",
  "species": ["C", "N", "C", "C", "C", "C", "C", "H", "H", "H", "H", "H", "H", "H", "H", "H", "H", "H", "H", "H", "H", "H"],
  "coordinates": [[-1.491, -0.249, 2.914], [-0.612, -0.474, 1.759], [-0.537, 0.676, 0.865], [0.656, 0.588, -0.052], [0.380, -0.294, -1.291], [1.680, -1.002, -1.771], [-0.040, 0.681, -2.461], [-2.505, -0.202, 2.517], [-1.248, 0.631, 3.514], [-1.394, -1.140, 3.536], [0.296, -0.733, 2.083], [-0.496, 1.623, 1.452], [-1.529, 0.765, 0.405], [1.079, 1.562, -0.274], [1.515, 0.095, 0.434], [-0.406, -1.034, -1.189], [1.506, -1.394, -2.778], [1.883, -1.861, -1.140], [2.457, -0.251, -1.891], [0.665, 0.586, -3.299], [0.014, 1.738, -2.221], [-0.959, 0.330, -2.935]],
  "atomic_forces_ev_per_a": [[0.386, -0.896, -0.827], [-0.611, 0.271, 0.125], [-0.267, 0.789, 1.487], [0.216, -1.746, -0.089], [1.171, 1.900, -1.878], [-1.461, 0.071, -0.317], [0.500, -1.217, -0.663], [-0.165, 0.185, 0.352], [-0.042, 0.236, -0.060], [-0.270, 0.107, 0.167], [0.658, -0.007, 0.123], [0.292, -0.257, -0.023], [0.312, -0.162, -0.672], [-0.326, 0.219, -0.560], [-0.442, 0.080, 0.597], [-0.093, 0.020, 0.652], [-0.017, -0.098, 0.067], [0.653, 0.135, 0.277], [0.392, -0.232, 0.436], [0.147, -0.057, 0.230], [-0.668, 0.031, 0.266], [-0.367, 0.627, 0.310]]
}

=====

Q: Which energy values were calculated for the entries above? A: -17655.131, -146303.519, -24026.704, -22919.396, -23007.889, -163542.358, -101749.049, -7954.599, in eV.